1 | 11
Properties=species:S:1:pos:R:3 method="wB97M-V/def2-TZVPD" charge=0 lumo_ha=0.01401 molar_mass_g_mol=123.2 smiles="NNC(=S)NS" homo_lumo_gap_ev=8.981
N -0.07790 -0.98255 -1.48640
N 0.09425 -1.24684 -0.12442
C -0.20626 -0.44662 0.91037
S -0.26595 -1.01162 2.49484
N -0.38535 0.91193 0.58683
S 0.27149 1.99472 -0.51536
H 0.68687 -0.34278 -1.81990
H -0.89904 -0.46430 -1.59796
H 0.15465 -2.21682 0.16824
H -0.80163 1.38222 1.32574
H 1.42889 2.42266 0.05802

***

2 | 11
Properties=species:S:1:pos:R:3 method="wB97M-V/def2-TZVPD" charge=0 lumo_ha="0.00983 / 0.00983" molar_mass_g_mol=123.2 homo_lumo_gap_ev="8.047 / 8.047"
C 0.11290 -1.06837 0.00110
N -1.58592 0.62683 0.35134
N -0.00371 -0.13472 -1.06542
N -1.25090 0.41325 -0.96615
S 1.43166 1.34842 1.53750
S -0.54676 0.19050 1.42972
H -0.65324 -1.83617 -0.05914
H 1.08230 -1.48960 0.10584
H 0.80636 0.66256 -0.88723
H -1.54264 1.08363 -1.70145
H 2.14993 0.20366 1.25388

***

Order from most stable to least stable according to the calculation: 1, 2

***

1 | 56
Properties=species:S:1:pos:R:3 method="wB97M-V/def2-TZVPD" charge=0 lumo_ha="-0.03602 / -0.03601" molar_mass_g_mol=589.4 homo_lumo_gap_ev="6.893 / 6.895"
Mo -0.04543 0.60070 -0.23688
O -0.32254 0.09781 4.33704
C -0.41847 -1.24979 4.30999
C -0.78749 -1.87702 5.49891
C -0.86378 -3.25248 5.56101
C -0.57214 -4.03649 4.44490
C -0.21264 -3.41528 3.26865
C -0.13736 -2.02166 3.17570
C 0.19743 -1.39913 1.88476
O 0.11644 -0.11332 1.77310
N 0.58564 -2.14931 0.87843
N 0.87096 -1.29905 -0.16466
C 1.68881 -1.71887 -1.06340
C 2.21284 -0.65293 -1.88517
C 3.21885 -0.79659 -2.82695
C 3.78389 0.34294 -3.36552
C 3.34576 1.58519 -2.92869
C 2.32064 1.65961 -2.00717
N 1.73749 0.55251 -1.51814
H 0.02892 0.37470 3.47208
H -0.99718 -1.25791 6.36085
H -1.15026 -3.72528 6.49242
H -0.63413 -5.11458 4.49775
H 0.00178 -3.99399 2.38073
H 2.07669 -2.72829 -1.03243
H 3.55717 -1.78687 -3.09953
H 4.57644 0.26427 -4.09808
H 3.79090 2.50078 -3.29006
H 1.95027 2.60016 -1.62968
O -0.31121 2.98411 -3.64154
C -0.43720 2.11650 -2.81357
O -0.33674 2.24287 -1.51287
C -0.80290 0.69582 -3.17270
C -1.22517 0.24931 -4.40727
C -1.79258 -1.01836 -4.48531
C -2.00771 -1.74506 -3.32288
C -1.55802 -1.21489 -2.12800
N -0.89409 -0.06865 -2.09267
C -1.97892 -1.65077 -0.73871
O -2.60471 -2.66002 -0.54300
O -1.65565 -0.72494 0.12943
H -1.14020 0.91334 -5.25609
H -2.12836 -1.40557 -5.43846
H -2.54864 -2.68109 -3.30276
N -1.65158 1.75000 0.82826
C -1.57225 3.22276 0.93178
C -0.31003 3.66493 1.65198
C 0.95531 3.28066 0.92258
O 1.83382 4.06979 0.67513
O 1.07239 1.99793 0.60400
H -2.51639 1.47426 0.37205
H -1.67893 1.32545 1.75293
H -2.45378 3.59680 1.45534
H -1.58443 3.62023 -0.08026
H -0.26696 3.22793 2.65560
H -0.32457 4.74684 1.76707

***

2 | 56
Properties=species:S:1:pos:R:3 method="wB97M-V/def2-TZVPD" charge=0 lumo_ha="-0.04558 / -0.04559" molar_mass_g_mol=589.4 homo_lumo_gap_ev="6.548 / 6.547"
Mo -0.47391 0.16712 -0.65718
O 2.53911 -3.67787 1.87803
C 1.40804 -3.60699 2.59859
C 1.38013 -4.29729 3.81167
C 0.25321 -4.26989 4.60454
C -0.87932 -3.55614 4.21344
C -0.85796 -2.87188 3.01870
C 0.27344 -2.88250 2.19572
C 0.24038 -2.11639 0.94658
O -0.80962 -1.43334 0.64659
N 1.28329 -2.12602 0.14273
N 1.01845 -1.30030 -0.90704
C 1.63707 -1.47457 -2.02655
C 1.08919 -0.71593 -3.10572
C 1.57168 -0.71968 -4.41415
C 0.89332 -0.00354 -5.37319
C -0.25521 0.69743 -5.00901
C -0.67447 0.67132 -3.69930
N -0.01896 -0.02649 -2.75830
H 2.42164 -3.14469 1.06340
H 2.26523 -4.84531 4.10448
H 0.25265 -4.81114 5.54222
H -1.76042 -3.53864 4.83947
H -1.71957 -2.30757 2.68794
H 2.40820 -2.22547 -2.13253
H 2.46149 -1.28649 -4.65034
H 1.24350 0.00928 -6.39647
H -0.82393 1.26039 -5.73454
H -1.55372 1.20129 -3.36685
O -4.51345 0.44663 -1.15046
C -3.38969 0.44060 -0.72644
O -2.33604 -0.04221 -1.37509
C -3.02775 1.00471 0.62430
C -3.88989 1.49030 1.58567
C -3.33908 1.93008 2.78583
C -1.96905 1.86453 3.00234
C -1.17592 1.36964 1.98502
N -1.72437 0.98239 0.84681
C 0.32427 1.20274 2.00110
O 0.99486 1.56081 2.93491
O 0.78758 0.67458 0.88604
H -4.95196 1.51264 1.38940
H -3.98675 2.31903 3.56030
H -1.50526 2.18341 3.92453
N 2.50293 1.52827 -1.43177
C 2.22803 2.89811 -1.86998
C 1.35684 3.65980 -0.88538
C -0.02590 3.10010 -0.61105
O -0.77538 3.62533 0.17887
O -0.33741 2.04580 -1.35089
H 2.70067 1.49084 -0.43735
H 3.31504 1.16303 -1.91391
H 1.72361 2.84881 -2.83910
H 3.14146 3.48884 -2.01297
H 1.21007 4.68016 -1.24925
H 1.84962 3.76237 0.08557

***

Order from most stable to least stable according to the calculation: 1, 2